Entry 1:
Here is a 3-piece molecular cluster, CH2N2P2 overall at a distorted geometry from the OMol25 dataset. Energies are from ωB97M-V with the def2-TZVPD basis set.

Each line ends with the Löwdin charge.
CARTESIAN COORDINATES (ANGSTROEM)
C1 1.131 -1.269 0.572  -0.57
N1 1.874 -0.961 1.389  0.08
N2 -1.385 -0.924 0.485  -0.88
P1 -2.555 -0.050 0.916  0.63
P2 -0.256 -1.726 -0.380  0.74
H1 0.645 2.878 -1.537  0.01
H2 0.546 2.051 -1.447  -0.01

## Properties
ΔE to the lowest compared entry with this formula, charge and spin (kJ/mol): 0.0
DFT total energy (Eh): -831.39097
Gap between HOMO and LUMO (spin up / spin down) (eV): 6.353 / 8.560
Spin multiplicity: 3

Entry 2:
Here is one molecule with the formula CH2N2S2 at a distorted geometry from the OMol25 dataset. Energies are from ωB97M-V with the def2-TZVPD basis set.

Each line ends with the Löwdin charge.
CARTESIAN COORDINATES (ANGSTROEM)
C1 0.719 0.786 -0.852  -0.39
N1 1.116 1.653 -1.466  0.14
N2 -0.026 -0.348 -0.259  -0.92
S1 -1.706 -0.214 -0.115  0.67
S2 0.738 -0.854 1.223  0.73
H1 -1.742 0.981 0.739  -0.05
H2 0.900 -2.004 0.730  -0.18

## Properties
ΔE to the lowest compared entry with this formula, charge and spin (kJ/mol): 172.9
DFT total energy (Eh): -945.09775
Gap between HOMO and LUMO (eV): 9.649
Spin multiplicity: 1
SMILES: N#CN(S)S

Entry 3:
Here is one molecule with the formula CH2N2S2 at a distorted geometry from the OMol25 dataset. Energies are from ωB97M-V with the def2-TZVPD basis set.

Each line ends with the Löwdin charge.
CARTESIAN COORDINATES (ANGSTROEM)
C1 1.184 0.276 0.735  -0.08
N1 0.415 1.128 0.355  -0.45
N2 -1.192 -0.478 -0.666  -0.88
S1 -0.611 -1.782 0.255  0.52
S2 -1.074 1.156 -0.200  0.83
H1 2.165 0.375 1.154  0.06
H2 -0.888 -0.675 -1.632  0.01

## Properties
ΔE to the lowest compared entry with this formula, charge and spin (kJ/mol): 265.7
DFT total energy (Eh): -945.06240
Gap between HOMO and LUMO (spin up / spin down) (eV): 7.581 / 7.526
Spin multiplicity: 1

Entry 4:
Here is a 2-piece molecular cluster, CH2N3O2 overall at a distorted geometry from the OMol25 dataset. Energies are from ωB97M-V with the def2-TZVPD basis set.

Each line ends with the Löwdin charge.
CARTESIAN COORDINATES (ANGSTROEM)
C1 -0.105 -0.397 -0.102  0.20
N1 2.843 0.060 -0.115  0.22
N2 1.412 -2.174 -0.156  0.36
N3 3.911 0.274 0.118  -0.27
O1 4.998 0.470 0.387  0.21
O2 0.692 -1.316 -0.169  -0.05
H1 0.071 0.478 0.555  0.15
H2 -1.053 -0.671 -0.663  0.17

## Properties
ΔE to the lowest compared entry with this formula, charge and spin (kJ/mol): 187.2
DFT total energy (Eh): -353.41274
Gap between HOMO and LUMO (spin up / spin down) (eV): 9.049 / 7.199
Spin multiplicity: 3
Total charge: +1

Entry 5:
Here is a 2-piece molecular cluster, CH2N3O3 overall at a distorted geometry from the OMol25 dataset. Energies are from ωB97M-V with the def2-TZVPD basis set.

Each line ends with the Löwdin charge.
CARTESIAN COORDINATES (ANGSTROEM)
C1 -0.808 -0.211 -0.825  -0.84
N1 0.670 0.556 1.434  0.06
N2 0.751 1.696 1.163  -0.03
N3 0.649 -0.399 -0.878  -0.03
O1 -1.427 -1.275 -0.560  -0.09
O2 0.902 -1.682 -0.661  -0.14
O3 -1.231 0.912 -1.064  -0.06
H1 -0.085 -2.030 -0.486  0.08
H2 0.579 2.432 1.877  0.05

## Properties
ΔE to the lowest compared entry with this formula, charge and spin (kJ/mol): 288.7
DFT total energy (Eh): -429.22317
Gap between HOMO and LUMO (spin up / spin down) (eV): 7.809 / 8.802
Spin multiplicity: 1
Total charge: -1

Entry 6:
Here is one molecule with the formula CH2N4 at a distorted geometry from the OMol25 dataset. Energies are from ωB97M-V with the def2-TZVPD basis set.

Each line ends with the Löwdin charge.
CARTESIAN COORDINATES (ANGSTROEM)
C1 0.218 -0.450 -0.699  -0.09
N1 -0.911 0.334 1.298  0.01
N2 -0.296 1.373 0.819  -0.02
N3 -0.011 -0.589 0.709  -0.08
N4 0.720 0.651 0.210  -0.05
H1 1.006 -1.088 -0.922  0.08
H2 -0.727 -0.232 -1.416  0.16

## Properties
ΔE to the lowest compared entry with this formula, charge and spin (kJ/mol): 600.0
DFT total energy (Eh): -258.11721
Gap between HOMO and LUMO (eV): 10.726
Spin multiplicity: 1
SMILES: C1n2nnn21

Entry 7:
Here is CH2N4 as an isolated structure at a distorted geometry from the OMol25 dataset. Energies are from ωB97M-V with the def2-TZVPD basis set.

Each line ends with the Löwdin charge.
CARTESIAN COORDINATES (ANGSTROEM)
C1 -0.078 -0.052 0.789  -0.12
N1 -0.346 -0.068 -1.562  -0.03
N2 0.846 -0.282 -1.348  0.01
N3 -0.609 0.743 -0.419  -0.01
N4 0.820 0.462 -0.138  -0.10
H1 -0.353 0.406 1.738  0.10
H2 -0.280 -1.208 0.939  0.15

## Properties
ΔE to the lowest compared entry with this formula, charge and spin (kJ/mol): 583.8
DFT total energy (Eh): -258.12337
Gap between HOMO and LUMO (eV): 10.847
Spin multiplicity: 1

Entry 8:
Here is a 2-piece molecular cluster, CH2N4O overall at a distorted geometry from the OMol25 dataset. Energies are from ωB97M-V with the def2-TZVPD basis set.

Each line ends with the Löwdin charge.
CARTESIAN COORDINATES (ANGSTROEM)
C1 -1.782 0.004 -0.119  -0.23
N1 -2.442 1.109 0.039  0.06
N2 -3.756 0.658 0.077  -0.02
N3 -3.838 -0.557 0.005  0.04
N4 0.203 -0.227 -0.372  0.12
O1 -2.533 -1.093 -0.141  0.00
H1 0.136 -1.236 -0.785  0.07
H2 0.610 0.401 -0.963  -0.04

## Properties
ΔE to the lowest compared entry with this formula, charge and spin (kJ/mol): 424.4
DFT total energy (Eh): -333.38618
Gap between HOMO and LUMO (eV): 10.484
Spin multiplicity: 1

Entry 9:
Here is one molecule with the formula CH2N4O at a distorted geometry from the OMol25 dataset. Energies are from ωB97M-V with the def2-TZVPD basis set.

Each line ends with the Löwdin charge.
CARTESIAN COORDINATES (ANGSTROEM)
C1 0.615 0.104 0.017  -0.54
H1 2.160 -0.700 0.170  0.06
H2 -2.362 0.834 0.081  0.20
N1 0.116 -1.051 0.061  0.07
N2 -1.226 -0.873 -0.079  0.04
N3 -1.370 0.403 0.023  -0.11
N4 -0.234 1.240 0.000  0.17
O1 1.938 0.151 -0.048  0.12

## Properties
ΔE to the lowest compared entry with this formula, charge and spin (kJ/mol): 137.0
DFT total energy (Eh): -333.49561
Gap between HOMO and LUMO (eV): 10.939
Spin multiplicity: 1
SMILES: Oc1nn[nH]n1

Entry 10:
Here is one molecule with the formula CH2N4O at a distorted geometry from the OMol25 dataset. Energies are from ωB97M-V with the def2-TZVPD basis set.

Each line ends with the Löwdin charge.
CARTESIAN COORDINATES (ANGSTROEM)
C1 -0.423 -0.004 -0.273  -0.56
H1 -2.180 0.901 0.127  0.11
H2 0.288 -1.492 0.847  0.22
N1 -1.694 -0.051 -0.156  0.12
N2 0.298 1.208 -0.090  0.09
N3 1.515 0.941 -0.087  0.07
N4 0.437 -1.035 -0.183  0.05
O1 1.760 -0.469 -0.185  -0.10

## Properties
ΔE to the lowest compared entry with this formula, charge and spin (kJ/mol): 335.4
DFT total energy (Eh): -333.42007
Gap between HOMO and LUMO (eV): 9.634
Spin multiplicity: 1
SMILES: [H]/N=c1\nno[nH]1

Entry 11:
Here is one molecule with the formula CH2N4O at a distorted geometry from the OMol25 dataset. Energies are from ωB97M-V with the def2-TZVPD basis set.

Each line ends with the Löwdin charge.
CARTESIAN COORDINATES (ANGSTROEM)
C1 -0.297 -0.403 -0.084  -0.34
H1 -1.980 -0.658 -0.631  0.01
H2 1.397 -1.065 0.706  0.21
N1 -1.162 -1.241 -0.789  0.11
N2 -0.761 0.992 0.210  0.07
N3 0.214 1.710 0.363  0.06
N4 1.148 -0.291 -0.106  0.01
O1 1.440 0.956 0.330  -0.13

## Properties
ΔE to the lowest compared entry with this formula, charge and spin (kJ/mol): 395.3
DFT total energy (Eh): -333.39725
Gap between HOMO and LUMO (eV): 9.412
Spin multiplicity: 1
SMILES: [H]/N=c1\nno[nH]1

Entry 12:
Here is one molecule with the formula CH2N4O at a distorted geometry from the OMol25 dataset. Energies are from ωB97M-V with the def2-TZVPD basis set.

Each line ends with the Löwdin charge.
CARTESIAN COORDINATES (ANGSTROEM)
C1 0.666 -0.214 0.436  -0.58
H1 -2.339 0.305 -0.630  0.18
H2 -1.111 -1.020 1.307  0.16
N1 0.656 0.538 -0.728  0.07
N2 -0.492 0.735 -1.197  0.01
N3 -1.339 0.048 -0.482  -0.04
N4 -0.672 -0.507 0.565  0.12
O1 1.548 -0.463 1.201  0.07

## Properties
ΔE to the lowest compared entry with this formula, charge and spin (kJ/mol): 126.3
DFT total energy (Eh): -333.49970
Gap between HOMO and LUMO (eV): 10.168
Spin multiplicity: 1
SMILES: O=c1nn[nH][nH]1